1.
Computed, not measured: C20H25B3F27O10Sn as an isolated structure at a distorted geometry, with wB97M-V/def2-TZVPD.

The HOMO energy comes out at -7.35 eV. Its LUMO energy is 0.926 eV. As for the HOMO-LUMO gap: 8.28 eV. The charge is -1. The value obtained for the energy above the lowest of the compared OMol25 structures with the same formula, charge and spin is 19.139 eV.

Last column: Löwdin charge in e.
CARTESIAN COORDINATES (ANGSTROEM)
Sn1 1.804 2.728 -0.719  1.92
B1 -0.302 2.281 -2.336  -1.46
F1 -0.401 2.053 -0.978  0.06
F2 -1.590 2.243 -2.869  0.16
F3 0.409 3.380 -2.499  0.22
F4 0.347 1.203 -2.775  0.19
B2 1.365 -0.105 -0.633  -1.37
F5 0.058 -0.229 -0.985  0.10
F6 1.483 0.620 0.552  -0.10
F7 1.859 -1.389 -0.625  0.17
F8 2.011 0.625 -1.553  0.11
B3 2.976 2.460 -3.435  -1.42
F9 4.100 2.643 -4.167  0.18
F10 1.943 2.031 -4.159  0.22
F11 3.190 1.467 -2.505  0.09
F12 2.651 3.661 -2.754  0.02
C1 -2.444 -1.210 -1.663  -0.08
C2 -1.775 -0.070 -2.300  -0.20
O1 -2.124 0.217 -3.688  0.04
C3 -1.328 -0.184 -4.697  -0.28
O2 -0.270 -0.879 -4.603  0.11
C4 -1.969 0.057 -6.052  -0.52
F13 -2.617 1.235 -6.075  0.15
F14 -0.948 0.001 -6.961  0.14
F15 -2.939 -0.818 -6.282  0.17
H1 -2.145 -1.056 -0.626  0.03
H2 -2.025 -2.090 -2.150  0.08
H3 -3.526 -1.086 -1.713  0.12
H4 -0.694 -0.029 -2.165  0.08
H5 -2.316 0.785 -1.896  0.13
C5 0.845 -0.972 2.082  -0.04
C6 -0.099 -1.836 2.829  -0.18
O3 -1.039 -1.098 3.573  0.01
C7 -1.312 -1.570 4.778  -0.33
O4 -0.964 -2.636 5.309  0.13
C8 -2.151 -0.573 5.623  -0.58
F16 -2.341 0.623 5.083  0.18
F17 -3.329 -1.141 5.870  0.17
F18 -1.547 -0.500 6.783  0.19
H6 0.335 -0.219 1.482  0.07
H7 1.506 -1.578 1.461  0.11
H8 1.426 -0.478 2.861  0.07
H9 0.540 -2.536 3.367  0.14
H10 -0.572 -2.540 2.144  0.12
C9 -1.450 -3.138 -0.406  -0.08
C10 -0.183 -2.636 -1.120  -0.19
O5 0.261 -3.634 -2.027  0.05
C11 1.021 -3.319 -3.081  -0.33
O6 1.244 -2.186 -3.428  0.16
C12 1.545 -4.562 -3.896  -0.48
F19 1.553 -5.633 -3.091  0.14
F20 0.653 -4.818 -4.902  0.13
F21 2.775 -4.391 -4.437  0.15
H11 -2.122 -3.490 -1.188  0.08
H12 -1.968 -2.304 0.068  0.04
H13 -1.309 -3.977 0.275  0.08
H14 0.531 -2.478 -0.313  0.12
H15 -0.454 -1.712 -1.631  0.09
C13 -1.981 0.128 1.268  -0.01
C14 -1.129 1.246 0.708  -0.25
O7 -1.564 2.432 1.263  0.06
C15 -0.833 3.597 1.327  -0.23
O8 0.356 3.664 0.977  -0.05
C16 -1.528 4.760 2.045  -0.58
F22 -0.633 5.421 2.764  0.17
F23 -1.983 5.610 1.165  0.21
F24 -2.480 4.274 2.851  0.18
H16 -3.011 0.426 1.071  0.11
H17 -1.797 -0.019 2.332  0.06
H18 -1.763 -0.811 0.759  0.05
H19 -1.327 1.158 -0.360  0.11
H20 -0.098 0.968 0.923  0.08
C17 4.082 -0.694 2.797  -0.02
C18 3.264 0.496 2.236  -0.19
O9 2.151 0.861 2.997  -0.04
C19 1.222 1.773 2.559  -0.16
O10 1.166 2.273 1.409  -0.18
C20 0.204 2.079 3.673  -0.45
F25 -1.019 1.834 3.227  0.17
F26 0.476 1.300 4.772  0.15
F27 0.230 3.347 4.097  0.20
H21 3.651 -1.656 2.519  0.08
H22 4.152 -0.588 3.880  0.08
H23 5.146 -0.655 2.564  0.08
H24 2.932 0.209 1.239  0.12
H25 3.935 1.353 2.174  0.14

Atomic forces in eV per Å
Sn 1.99 1.05 -1.55
B -3.41 -2.29 -3.00
F 3.08 4.35 -1.13
F 0.56 3.10 0.11
F 0.52 3.30 -0.24
F 0.63 -0.24 -2.10
B 0.00 -2.55 -1.38
F 1.43 0.30 3.83
F 1.74 -2.47 -3.96
F 2.41 0.49 0.84
F -2.98 -3.04 4.06
B 0.95 -0.69 -1.11
F 1.32 0.66 -0.86
F -1.13 0.38 -2.13
F 5.84 3.54 -2.32
F 0.61 1.10 0.62
C -0.63 0.71 -1.76
C -1.96 1.68 -1.51
O 0.32 -1.90 -2.47
C 2.83 -3.35 2.74
O -4.68 3.27 -0.73
C 0.88 1.16 0.51
F 0.77 0.38 -0.60
F -1.95 0.15 0.20
F 0.30 -1.07 -0.67
H -0.55 -0.10 -1.41
H -1.29 0.17 0.25
H -0.13 -0.41 -0.18
H -2.49 -0.12 -1.82
H 0.68 -0.06 0.52
C -1.20 -1.02 1.33
C 1.17 -2.69 -1.89
O 0.43 -0.79 1.93
C 0.74 -2.10 1.41
O -0.89 2.89 -1.84
C 0.07 -1.44 -0.57
F 0.02 -0.05 0.21
F -0.92 0.04 -0.26
F 0.69 1.00 1.08
H -0.06 -1.69 1.24
H -0.31 -0.03 0.10
H -0.98 -1.62 -0.86
H -0.47 0.27 1.16
H -0.89 0.28 -0.01
C 0.17 -1.61 -0.37
C -1.61 -0.77 1.46
O 0.56 -1.90 -0.53
C 0.18 2.35 -0.20
O 0.89 -1.94 0.52
C -0.92 0.30 0.18
F 0.41 -0.13 -0.39
F 0.92 0.17 0.57
F -1.32 -0.08 0.61
H -0.19 -0.37 0.45
H 0.50 -1.44 0.51
H 0.42 0.03 0.17
H -0.24 -0.38 -0.87
H 1.09 -1.64 0.02
C -0.56 0.61 1.22
C -2.00 -4.79 1.06
O -0.45 4.99 -0.92
C 1.25 -2.24 -1.61
O -8.13 9.56 -2.48
C 0.90 -1.64 0.45
F 0.26 0.29 0.63
F -1.19 0.55 -0.70
F -0.28 0.73 -0.14
H -0.28 -0.39 0.15
H -0.81 0.26 -0.78
H 0.18 0.58 0.62
H -1.21 -0.61 2.42
H -2.05 1.30 -0.62
C -0.57 0.76 1.14
C 2.85 -0.81 -1.64
O -0.63 4.57 1.83
C 3.00 0.28 -2.63
O 4.82 -6.54 11.72
C -0.20 -0.90 1.40
F 0.92 -0.46 2.22
F -0.46 0.64 -1.07
F 0.45 -0.27 -0.37
H 0.14 0.09 0.12
H -0.47 -0.32 0.29
H -0.22 0.16 -0.85
H 0.95 0.26 0.75
H -0.13 0.20 -0.09

=====

2.
Computed, not measured: one molecule with the formula C5H8OS at a distorted geometry, with wB97M-V/def2-TZVPD.

The HOMO energy comes out at -9.12 eV. Its LUMO energy is 0.714 eV. As for the HOMO-LUMO gap: 9.83 eV. The value obtained for the energy above the lowest of the compared OMol25 structures with the same formula, charge and spin is 0.842 eV. The SMILES is O[C@H]1C=CC[C@H]1S.

Last column: Löwdin charge in e.
CARTESIAN COORDINATES (ANGSTROEM)
O1 -0.035 -0.627 1.943  -0.05
C1 0.662 -0.026 0.896  -0.43
C2 1.238 -1.090 0.008  -0.05
C3 0.517 -1.229 -1.088  -0.06
C4 -0.643 -0.212 -1.152  -0.17
C5 -0.238 0.838 -0.050  -0.61
S1 -1.620 1.530 0.811  0.79
H1 -0.379 0.093 2.503  0.07
H2 1.529 0.552 1.297  0.15
H3 2.141 -1.631 0.213  0.11
H4 0.682 -1.939 -1.819  0.08
H5 -1.636 -0.673 -0.899  0.11
H6 -0.746 0.211 -2.145  0.10
H7 0.313 1.657 -0.475  0.10
H8 -1.784 2.547 -0.042  -0.13

Atomic forces in eV per Å
O -0.69 0.23 0.76
C 1.69 1.02 -0.21
C -0.47 0.31 -0.33
C -1.36 1.82 1.07
C 0.08 -0.63 0.61
C 0.22 -2.09 -0.65
S -0.74 0.48 0.47
H 0.17 -0.49 -0.10
H -0.69 0.13 -0.04
H 0.12 -0.24 0.37
H 0.34 -1.30 -1.55
H 0.92 0.29 -0.16
H 0.01 0.24 -0.14
H 0.48 0.12 -0.21
H -0.09 0.10 0.11

=====

3.
Computed, not measured: a 5-piece molecular cluster, C5H21NO4 overall at a distorted geometry, with wB97M-V/def2-TZVPD.

The HOMO energy comes out at -9.43 eV. Its LUMO energy is 0.636 eV. As for the HOMO-LUMO gap: 10.06 eV. The value obtained for the energy above the lowest of the compared OMol25 structures with the same formula, charge and spin is 3.057 eV. The SMILES is CC[C@@H](C)CN.O.O.O.O.

Last column: Löwdin charge in e.
CARTESIAN COORDINATES (ANGSTROEM)
C1 -1.334 -2.460 0.404  -0.13
C2 -1.592 -1.721 1.693  -0.25
C3 -1.181 -0.135 1.655  -0.35
C4 -2.465 0.765 1.479  -0.12
C5 -0.302 0.241 2.885  -0.27
N1 0.204 1.576 2.675  -0.03
H1 -0.942 -3.342 0.758  0.01
H2 -2.148 -2.542 -0.440  0.12
H3 -0.324 -1.994 -0.066  0.12
H4 -2.685 -1.739 2.147  0.13
H5 -1.102 -2.172 2.568  0.09
H6 -0.782 -0.089 0.608  0.10
H7 -3.013 0.492 0.546  0.06
H8 -3.361 0.894 2.222  0.09
H9 -1.970 1.860 1.235  0.10
H10 -0.732 0.140 3.928  0.14
H11 0.510 -0.372 2.833  0.07
H12 1.136 1.602 2.975  0.03
H13 -0.353 2.386 3.169  0.13
O1 2.945 1.098 -1.896  -0.07
H14 3.061 0.190 -2.360  0.08
H15 3.418 1.187 -1.074  0.05
O2 0.572 1.657 -1.274  -0.04
H16 1.531 1.552 -1.422  -0.01
H17 0.253 1.749 -0.395  0.03
O3 -0.126 -0.165 -3.028  -0.13
H18 -0.232 0.178 -3.978  0.11
H19 0.200 0.616 -2.356  0.06
O4 2.130 -1.193 -2.882  -0.08
H20 2.065 -2.046 -2.706  -0.05
H21 1.118 -0.906 -2.966  0.01

Atomic forces in eV per Å
C 1.08 2.44 -2.36
C -2.35 2.69 2.27
C -3.09 -2.11 0.26
C 0.22 2.63 -0.69
C -2.52 1.56 -0.70
N -2.06 2.90 0.62
H 0.23 -2.88 -0.06
H 1.59 0.18 1.97
H -2.43 -0.74 0.62
H 1.67 -0.15 -1.52
H 0.56 -0.13 -0.57
H 0.88 0.56 1.39
H 0.66 0.04 0.43
H 2.25 -0.49 -0.60
H -1.65 -2.36 0.74
H -0.26 -0.33 -1.39
H 2.33 -1.94 0.07
H 1.41 0.53 0.60
H 1.50 -2.40 -1.25
O 0.42 -0.70 -1.36
H -0.48 1.28 1.38
H 0.59 -0.51 0.12
O -1.01 0.15 -1.70
H 0.55 -0.08 0.49
H 0.10 -0.03 1.22
O -0.05 2.03 -0.79
H 0.30 -0.44 2.37
H -1.30 -1.26 -1.43
O -0.79 5.66 -1.42
H 0.09 -6.16 1.28
H 1.54 0.06 -0.02

=====

4.
Computed, not measured: C33H38BClKN6O2P2S2 as an isolated structure, with wB97M-V/def2-TZVPD.

The HOMO energy comes out at -4.53 eV. Its LUMO energy is 2.233 eV. As for the HOMO-LUMO gap: 6.76 eV. The charge is -1. The value obtained for the energy above the lowest of the compared OMol25 structures with the same formula, charge and spin is 0.000 eV.

Last column: Löwdin charge in e.
CARTESIAN COORDINATES (ANGSTROEM)
K1 -0.125 -0.103 0.342  0.38
C1 2.068 -4.280 -0.583  -0.08
C2 2.075 -2.874 -0.582  -0.17
N1 0.843 -2.391 -0.466  -0.02
N2 0.022 -3.457 -0.387  -0.04
C3 0.733 -4.604 -0.454  -0.10
B1 -1.508 -3.379 -0.166  -0.54
N3 -1.869 -2.924 1.261  -0.04
C4 -2.636 -3.623 2.128  -0.10
C5 -2.790 -2.871 3.272  -0.08
C6 -2.078 -1.688 2.998  -0.17
N4 -1.531 -1.730 1.789  -0.02
N5 -2.205 -2.496 -1.228  -0.04
C7 -3.006 -2.970 -2.208  -0.10
C8 -3.484 -1.898 -2.930  -0.09
C9 -2.921 -0.781 -2.286  -0.19
N6 -2.149 -1.148 -1.270  0.02
H1 2.906 -4.953 -0.662  0.08
H2 2.914 -2.193 -0.649  0.10
H3 0.238 -5.561 -0.405  0.11
H4 -1.934 -4.502 -0.301  0.11
H5 -3.001 -4.605 1.870  0.11
H6 -3.328 -3.135 4.169  0.08
H7 -1.926 -0.823 3.630  0.10
H8 -3.172 -4.030 -2.318  0.11
H9 -4.142 -1.918 -3.784  0.08
H10 -3.026 0.267 -2.531  0.09
Cl1 -1.486 2.265 -0.651  0.70
C10 -0.515 3.616 -1.148  -0.63
C11 -1.001 4.890 -0.898  -0.10
C12 -0.253 5.990 -1.282  -0.09
C13 0.968 5.806 -1.913  -0.08
C14 1.440 4.525 -2.156  -0.07
C15 0.712 3.396 -1.777  -0.37
P1 1.338 1.677 -1.970  1.07
C16 0.371 1.063 -3.393  -0.39
C17 -0.273 1.875 -4.324  -0.10
C18 -1.003 1.308 -5.361  -0.09
C19 -1.097 -0.073 -5.475  -0.09
C20 -0.470 -0.889 -4.542  -0.08
C21 0.254 -0.323 -3.502  -0.10
C22 2.997 1.992 -2.685  -0.37
C23 4.055 2.052 -1.772  -0.09
C24 5.346 2.315 -2.210  -0.08
C25 5.599 2.490 -3.564  -0.10
C26 4.559 2.402 -4.481  -0.09
C27 3.262 2.156 -4.045  -0.09
H11 -1.951 5.007 -0.393  0.10
H12 -0.622 6.987 -1.076  0.10
H13 1.559 6.662 -2.215  0.10
H14 2.399 4.396 -2.640  0.10
H15 -0.212 2.955 -4.234  0.11
H16 -1.507 1.947 -6.078  0.10
H17 -1.675 -0.513 -6.279  0.10
H18 -0.574 -1.966 -4.602  0.11
H19 0.702 -0.963 -2.747  0.09
H20 3.853 1.882 -0.715  0.07
H21 6.156 2.372 -1.493  0.10
H22 6.609 2.683 -3.908  0.10
H23 4.759 2.525 -5.539  0.10
H24 2.453 2.089 -4.761  0.10
C28 6.313 1.443 3.924  -0.05
C29 5.258 1.748 2.879  -0.52
C30 5.719 2.760 1.845  -0.05
O1 4.115 2.304 3.540  -0.34
P2 2.728 1.460 3.629  -0.19
S1 1.437 2.515 4.645  0.15
S2 2.233 0.814 1.806  0.18
O2 3.311 0.199 4.484  -0.33
C31 2.667 -1.064 4.757  -0.46
C32 1.158 -0.972 4.946  -0.09
C33 3.045 -2.081 3.690  -0.07
H25 7.202 1.021 3.449  0.08
H26 5.917 0.728 4.646  0.07
H27 6.595 2.357 4.456  0.08
H28 4.964 0.828 2.368  0.10
H29 5.993 3.699 2.333  0.08
H30 4.905 2.962 1.142  0.06
H31 6.585 2.378 1.298  0.07
H32 3.112 -1.371 5.703  0.13
H33 0.670 -0.694 4.012  0.04
H34 0.910 -0.226 5.700  0.05
H35 0.774 -1.946 5.260  0.08
H36 2.594 -1.805 2.737  0.03
H37 2.696 -3.077 3.976  0.08
H38 4.132 -2.110 3.571  0.08

Atomic forces in eV per Å
K 0.10 0.12 0.16
C 0.00 0.08 0.01
C -0.07 -0.08 0.00
N 0.14 -0.34 -0.12
N 0.13 -0.24 -0.01
C 0.01 0.22 -0.01
B 0.01 -0.03 -0.04
N -0.25 -0.07 0.14
C 0.20 0.13 0.01
C -0.01 0.10 -0.01
C 0.03 -0.15 -0.03
N -0.25 -0.36 0.34
N -0.16 -0.12 -0.12
C 0.18 0.20 0.05
C -0.04 0.11 0.07
C 0.04 -0.10 -0.04
N -0.14 -0.12 -0.13
H -0.04 0.04 0.01
H -0.07 -0.05 0.01
H 0.00 0.04 0.01
H 0.01 0.03 0.00
H 0.02 0.05 -0.01
H 0.03 0.03 -0.06
H -0.02 -0.07 -0.07
H 0.01 0.03 0.03
H 0.03 0.02 0.06
H 0.02 -0.04 0.01
Cl -0.37 0.28 -0.20
C 0.20 0.20 -0.06
C -0.06 -0.10 0.02
C 0.04 0.01 -0.02
C -0.01 0.07 0.00
C -0.05 -0.06 0.04
C -0.04 0.04 -0.06
P 0.14 0.06 0.02
C -0.04 0.04 -0.06
C -0.04 -0.05 -0.06
C 0.00 0.07 0.03
C 0.05 -0.05 0.04
C 0.03 0.05 -0.03
C -0.02 -0.02 -0.06
C 0.06 -0.09 0.03
C -0.08 -0.01 0.01
C -0.05 -0.02 0.03
C 0.02 0.00 -0.02
C -0.09 -0.01 0.01
C 0.07 0.02 0.13
H 0.04 -0.01 -0.02
H 0.01 -0.02 -0.01
H -0.01 -0.02 0.02
H 0.00 0.00 0.00
H 0.01 -0.02 0.00
H 0.02 -0.02 0.02
H 0.01 0.01 0.03
H 0.01 0.04 0.01
H 0.00 0.00 -0.02
H 0.02 0.04 -0.08
H -0.03 -0.01 0.00
H -0.04 0.00 0.02
H -0.01 -0.01 0.03
H -0.02 -0.01 -0.04
C 0.03 -0.04 0.01
C 0.00 0.10 0.01
C -0.09 0.00 -0.04
O -0.30 -0.16 0.06
P 0.08 -0.09 0.13
S 0.08 0.01 -0.08
S 0.39 0.26 0.04
O -0.05 0.04 -0.02
C -0.13 -0.03 -0.17
C 0.14 0.12 0.03
C 0.05 0.07 0.00
H 0.01 0.01 0.04
H 0.03 0.03 -0.03
H -0.01 -0.04 -0.04
H -0.03 -0.05 -0.02
H 0.00 -0.04 -0.02
H 0.10 -0.02 0.07
H -0.01 0.03 0.00
H 0.06 0.01 0.13
H -0.02 0.01 -0.01
H -0.02 -0.02 -0.04
H 0.05 -0.01 -0.03
H 0.03 -0.04 -0.02
H 0.00 0.05 0.02
H -0.06 -0.01 -0.02

=====

> Among the records above, which one has the lowest LUMO energy?

C5H21NO4